No. 1
Molecular formula: C14H16
Method: DFT, wB97M-V/def2-TZVPD

orbital gap	9.936	eV
SMILES	Cc1ccccc1.Cc1ccccc1
molecular weight	184.3	g/mol
energy above the lowest of the compared OMol25 structures with the same formula, charge and spin	8.6	kcal per mole
LUMO	0.9	eV
electronic energy	-543.05912	Ha

The geometry in ORCA input format:
```
! wB97M-V def2-TZVPD RIJCOSX def2/J DEFGRID3
* xyz 0 1
C 1.678 -2.386 2.062
C 1.439 0.086 3.272
C -1.943 1.381 -3.003
C 2.267 1.238 1.178
C 1.042 -1.053 3.950
C -1.218 1.765 -1.887
C -0.794 0.794 -0.982
C -1.828 -0.930 -2.283
C -1.143 -0.534 -1.137
C 1.118 -2.299 3.327
C 2.132 -1.250 1.403
C -2.208 0.020 -3.206
C 1.988 0.003 1.995
C -2.473 2.406 -3.974
H -1.032 2.803 -1.708
H 0.762 -3.162 3.871
H 1.271 1.070 3.676
H 1.608 -3.323 1.532
H 0.554 -1.009 4.914
H -0.047 1.017 -0.232
H -3.350 2.019 -4.488
H -1.909 -1.986 -2.510
H -0.804 -1.259 -0.413
H 3.329 1.436 1.031
H 1.720 2.096 1.560
H 2.617 -1.364 0.442
H -1.738 2.690 -4.728
H -2.747 3.315 -3.452
H -2.809 -0.214 -4.077
H 1.873 1.111 0.168
*
```


No. 2
Molecular formula: C3H8N2O
Method: DFT, wB97M-V/def2-TZVPD

orbital gap	8.230	eV
SMILES	C=CN.NC=O
molecular weight	88.1	g/mol
energy above the lowest of the compared OMol25 structures with the same formula, charge and spin	80.0	kcal per mole
LUMO	0.6	eV
electronic energy	-303.76470	Ha

The geometry in ORCA input format:
```
! wB97M-V def2-TZVPD RIJCOSX def2/J DEFGRID3
* xyz 0 1
O -2.007 -0.740 0.532
N 1.973 -0.033 -0.718
N -1.109 0.249 -1.364
C 1.028 -0.006 1.587
C -2.045 -0.031 -0.455
C 1.778 0.504 0.571
H 2.961 0.095 -0.900
H 1.924 -1.046 -0.706
H -1.271 0.941 -2.075
H 2.535 1.281 0.728
H -3.025 0.460 -0.636
H -0.035 0.127 1.720
H 1.607 -0.105 2.515
H -0.153 -0.105 -1.336
*
```


No. 3
Molecular formula: ClNO3S
Method: DFT, wB97M-V/def2-TZVPD

orbital gap	9.033	eV
molecular weight	129.5	g/mol
energy above the lowest of the compared OMol25 structures with the same formula, charge and spin	16.6	kcal per mole
LUMO	-2.0	eV
electronic energy	-1138.73401	Ha

The geometry in ORCA input format:
```
! wB97M-V def2-TZVPD RIJCOSX def2/J DEFGRID3
* xyz 0 1
Cl 0.899 1.265 1.129
S -0.151 -1.121 0.806
O -0.756 -1.543 -0.427
O -0.378 1.474 -1.029
O 1.083 -1.821 1.055
N 0.431 2.102 -0.393
*
```


No. 4
Molecular formula: C46H48GeN12O6PbS3
Method: DFT, wB97M-V/def2-TZVPD

orbital gap (spin up / spin down)	1.977 / 1.320	eV
molecular weight	1241.0	g/mol
LUMO (spin up / spin down)	-9.0 / -9.7	eV
electronic energy	-6353.84212	Ha

The geometry in ORCA input format:
```
! wB97M-V def2-TZVPD RIJCOSX def2/J DEFGRID3
* xyz 2 1
Pb 0.066 1.592 -0.658
Ge -1.100 -2.567 2.221
S 1.287 4.146 1.850
S 3.852 4.807 0.392
S -1.920 -0.528 -2.734
O 1.297 0.440 3.601
O 0.192 1.468 2.077
O 1.922 1.049 -2.248
O -1.020 -0.914 1.336
O -2.423 0.841 1.258
O 5.497 3.450 -2.340
N -2.651 7.528 -1.572
N 3.393 -0.808 2.777
N -4.253 0.762 -2.025
N -2.872 1.943 -3.240
N 3.033 2.878 -1.443
N 2.338 -1.483 -0.634
N -0.629 2.506 -3.659
N 2.129 2.967 -0.452
N 1.081 0.712 2.443
N -0.550 4.030 -0.782
N 1.639 0.101 1.431
N 3.041 -1.445 0.575
C 0.008 5.059 -1.486
C 2.304 3.880 0.452
C -4.922 1.939 -2.387
C -1.978 6.389 -1.346
C -2.220 -0.381 3.357
C -3.808 -4.094 -0.601
C -0.602 -6.527 6.982
C 2.861 1.932 -2.332
C -1.972 -0.101 1.901
C -1.440 -1.609 3.852
C -4.676 -0.334 -1.135
C 5.857 1.552 -5.348
C -0.948 2.018 -6.409
C 0.732 -3.886 0.549
C 2.686 -0.734 1.648
C -3.120 -4.466 2.097
C -1.564 -7.878 5.141
C -3.016 0.749 -2.642
C 3.583 5.494 2.080
C 1.393 -3.829 2.822
C -2.512 5.365 -0.595
C -2.022 1.940 -5.562
C 0.573 -3.376 1.834
C 3.965 1.846 -3.353
C 4.749 0.705 -5.346
C 0.270 2.383 -5.843
C 2.491 -4.633 2.565
C 2.758 -5.018 1.251
C 1.841 -4.655 0.256
C 0.377 2.629 -4.515
C 2.084 5.749 2.293
C 6.022 2.456 -4.345
C -1.802 2.173 -4.166
C -1.005 -7.005 4.232
C -0.270 -5.991 4.723
C -4.061 -5.265 1.478
C -0.654 6.227 -1.725
C -4.072 2.635 -3.152
C -0.062 -5.704 6.030
C -4.373 -5.098 0.151
C -1.343 -7.640 6.498
C 3.716 0.882 -4.385
C -2.833 -3.300 0.037
C -1.800 4.189 -0.348
C -2.525 -3.476 1.345
C 5.118 2.573 -3.344
H -0.423 -1.369 4.208
H -5.465 -0.015 -0.429
H -2.011 -2.147 4.653
H 4.376 0.015 -6.039
H -4.550 -6.074 2.086
H -2.192 -8.757 4.943
H 3.915 -1.985 0.632
H -2.335 -2.550 -0.560
H 3.178 -0.152 3.462
H -0.079 7.011 -2.199
H -2.318 3.383 0.176
H 6.954 3.013 -4.312
H -1.283 -7.194 3.218
H 2.114 -0.520 -0.875
H 1.063 4.899 -1.763
H -2.291 8.126 -2.299
H 0.044 -3.621 -0.269
H -3.309 -0.570 3.499
H 1.296 -3.467 3.870
H -4.074 -4.029 -1.656
H -3.816 -0.711 -0.615
H -1.864 -8.266 7.183
H -3.623 7.651 -1.377
H 3.622 -5.666 0.978
H -3.042 1.708 -5.875
H -4.282 3.584 -3.563
H -5.097 -1.172 -1.710
H -2.937 -4.623 3.137
H 1.309 3.009 -4.167
H 4.856 3.491 -1.575
H -5.952 2.273 -2.105
H 1.097 2.539 -6.501
H 2.750 0.403 -4.531
H 1.515 -2.060 -0.655
H 4.052 6.488 2.158
H -5.038 -5.750 -0.389
H 6.683 1.517 -6.091
H 1.681 6.565 1.670
H 1.932 -5.005 -0.756
H 4.132 -1.455 2.888
H -1.015 1.834 -7.469
H 0.448 -4.782 6.359
H 1.852 5.841 3.342
H -3.487 5.431 -0.141
H -1.929 0.549 3.832
H 3.913 4.851 2.838
H -0.607 -6.420 8.055
H 3.100 -5.061 3.351
*
```


No. 5
Molecular formula: C6H12O3
Method: DFT, wB97M-V/def2-TZVPD

orbital gap (spin up / spin down)	5.578 / 8.653	eV
molecular weight	132.2	g/mol
energy above the lowest of the compared OMol25 structures with the same formula, charge and spin	30.6	kcal per mole
LUMO (spin up / spin down)	0.7 / -1.9	eV
electronic energy	-461.32145	Ha

The geometry in ORCA input format:
```
! wB97M-V def2-TZVPD RIJCOSX def2/J DEFGRID3
* xyz 0 3
O -2.013 0.336 0.980
O -1.603 2.363 0.128
O -0.115 1.407 1.359
C -1.028 1.089 0.421
C 0.526 -0.645 -0.554
C 1.900 -2.278 0.701
C -0.336 0.326 -0.735
C -0.602 0.934 -2.052
C 0.905 -1.202 0.876
H 1.277 -0.323 1.477
H 1.019 -1.149 -1.354
H 1.736 -3.085 1.479
H -2.597 2.213 -0.079
H -0.099 0.488 -2.843
H -1.624 0.887 -2.434
H 2.936 -1.890 0.541
H 0.441 2.207 1.126
H 0.008 -1.548 1.419
H 1.629 -2.895 -0.143
H -2.229 0.789 1.802
H -0.130 1.977 -2.115
*
```


No. 6
Molecular formula: C18H13O5PPt
Method: DFT, wB97M-V/def2-TZVPD

orbital gap (spin up / spin down)	7.255 / 6.276	eV
molecular weight	535.3	g/mol
energy above the lowest of the compared OMol25 structures with the same formula, charge and spin	0.0	kcal per mole
LUMO (spin up / spin down)	-7.3 / -9.6	eV
electronic energy	-1529.91069	Ha

The geometry in ORCA input format:
```
! wB97M-V def2-TZVPD RIJCOSX def2/J DEFGRID3
* xyz 2 3
Pt -0.697 -0.122 -2.068
P -0.532 -0.054 0.338
O -3.092 -2.152 -1.778
O 1.264 -2.542 -2.430
O -0.983 -0.034 -5.873
O 1.773 1.803 -2.305
O -2.663 2.327 -2.000
C -1.127 -0.088 -4.754
C -0.503 3.973 1.125
C -1.949 1.434 -2.056
C 2.436 -2.727 1.341
C -0.312 -2.762 0.934
C 0.032 1.603 0.839
C 1.750 -3.942 1.432
C 0.853 4.265 1.311
C 0.814 1.167 -2.377
C 0.460 -1.704 -2.470
C 1.788 3.225 1.258
C -0.911 2.648 0.895
C -2.167 -0.218 1.068
C 1.391 1.910 0.995
C 0.363 -3.955 1.217
C -2.226 -1.415 -1.978
C 1.771 -1.544 1.034
C 0.377 -1.534 0.881
H 2.280 -4.867 1.643
H -1.254 4.757 1.142
H -0.204 -4.882 1.242
H -1.970 2.438 0.738
H 2.355 -0.634 0.879
H 2.148 1.136 0.898
H 1.172 5.290 1.488
H -2.644 -1.183 0.868
H 2.840 3.414 1.402
H 3.509 -2.681 1.482
H -1.388 -2.801 0.713
H -2.848 0.594 0.796
H -1.905 -0.143 2.131
*
```


No. 7
Molecular formula: C25H19N5O3PbS6
Method: DFT, wB97M-V/def2-TZVPD

orbital gap	5.330	eV
molecular weight	837.1	g/mol
energy above the lowest of the compared OMol25 structures with the same formula, charge and spin	25.7	kcal per mole
LUMO	4.2	eV
electronic energy	-4045.63791	Ha

The geometry in ORCA input format:
```
! wB97M-V def2-TZVPD RIJCOSX def2/J DEFGRID3
* xyz -2 1
Pb -0.242 -0.168 0.043
S 1.268 1.403 -3.446
S -7.941 -0.398 -0.021
S -2.537 1.729 0.174
S -2.366 -1.678 1.105
S -5.301 -1.605 0.689
S -5.412 1.168 -0.081
O 0.460 -2.327 -1.025
O 0.019 1.025 -4.055
O 1.793 2.691 -3.884
N 1.397 -3.189 3.052
N -1.434 1.813 2.774
N 2.080 0.989 0.193
N 0.810 -1.497 1.796
N 1.160 1.248 -1.854
C 4.323 -0.463 -5.354
C 4.345 1.540 0.685
C 2.236 1.377 -1.091
C 1.149 -3.321 -0.679
C 2.470 -1.095 -3.385
C 1.644 -3.565 0.649
C 0.981 -2.194 3.899
C 2.483 0.162 -3.960
C 3.093 1.071 1.034
C 2.294 -5.381 -1.387
C 4.325 -1.733 -4.794
C 1.488 -4.312 -1.656
C 1.276 -2.734 1.769
C 3.405 0.484 -4.934
C 5.296 -2.780 -5.266
C 4.533 1.945 -0.639
C -1.227 1.255 1.711
C 3.495 1.869 -1.527
C -3.738 -0.760 0.679
C -6.307 -0.289 0.175
C 2.828 -5.555 -0.110
C 2.485 -4.658 0.875
C 3.396 -2.036 -3.802
C -3.820 0.556 0.343
C 0.627 -1.156 3.099
H 2.922 -4.795 1.858
H 2.535 -6.094 -2.168
H 0.971 -2.321 4.964
H 3.397 -3.018 -3.348
H 5.144 1.595 1.411
H 3.382 1.482 -5.347
H 3.594 2.198 -2.548
H 5.853 -3.198 -4.428
H 0.235 -0.192 3.350
H -2.186 2.468 2.974
H 1.672 -4.117 3.318
H 3.499 -6.377 0.102
H 1.082 -4.161 -2.647
H 6.004 -2.369 -5.985
H 4.757 -3.597 -5.745
H 2.887 0.736 2.044
H 5.499 2.321 -0.960
H 5.044 -0.210 -6.122
H 1.737 -1.328 -2.627
*
```


Q: Which value of electronic energy does entry 3 give?
A: -1138.73401 Ha